w) DFT (ωB97M-V/def2-TZVPD) results for a 2-piece molecular cluster, C4H8NO3 overall.

Structure (XYZ):
```
16
C4H8NO3, DFT ωB97M-V/def2-TZVPD
C -0.534 2.949 0.416
C -1.614 2.049 1.039
O -2.602 2.515 1.615
O -1.373 0.811 0.843
H 0.416 2.427 0.333
H -0.355 3.805 1.094
H -0.831 3.464 -0.497
C 0.197 -2.896 -0.968
C 1.174 -1.773 -0.804
O 2.225 -1.806 -1.446
N 1.101 -0.974 0.284
H 1.953 -0.479 0.486
H 0.284 -0.449 0.609
H -0.732 -2.777 -0.423
H 0.743 -3.758 -0.578
H -0.052 -3.108 -2.003
```

As for the charge: -1. As for the HOMO-LUMO gap: 8.01 eV.



x) DFT (ωB97M-V/def2-TZVPD) results for a 2-piece molecular cluster, C4H8NO3 overall.

Structure (XYZ):
```
16
C4H8NO3, DFT ωB97M-V/def2-TZVPD
C 1.166 -1.737 0.180
C 0.086 -1.907 1.206
O -0.092 -2.974 1.798
N -0.642 -0.806 1.468
H -1.433 -0.961 2.069
H -0.572 -0.009 0.808
H 2.012 -1.245 0.664
H 0.875 -1.061 -0.616
H 1.523 -2.702 -0.144
C 0.091 3.128 -1.557
C -0.155 1.665 -1.113
O -0.777 0.937 -1.905
O 0.302 1.346 0.018
H -0.214 3.835 -0.786
H -0.563 3.259 -2.430
H 1.117 3.276 -1.900
```

As for the charge: -1. As for the HOMO-LUMO gap: 8.85 eV.



y) DFT (ωB97M-V/def2-TZVPD) results for an isolated ion of composition C4H8NO3 and charge -1.

Structure (XYZ):
```
16
C4H8NO3, DFT ωB97M-V/def2-TZVPD
C 0.318 -1.815 -0.564
C -0.121 -0.336 -0.540
C -1.591 -0.256 -1.006
O -1.982 -1.395 -1.840
N -0.055 0.238 0.785
C 1.015 1.159 1.108
O 1.367 1.921 0.176
O 1.404 1.116 2.299
H -0.343 -2.384 0.078
H 0.248 -2.151 -1.600
H 1.333 -1.849 -0.178
H 0.509 0.259 -1.188
H -1.770 0.681 -1.551
H -2.256 -0.261 -0.148
H -2.666 -1.050 -2.417
H -0.220 -0.412 1.538
```

As for the SMILES: C[C@@H](CO)NC(=O)[O-]. As for the charge: -1. As for the HOMO-LUMO gap: 7.21 eV.



z) DFT (ωB97M-V/def2-TZVPD) results for an isolated ion of composition C4H8NO3 and charge -1.

Structure (XYZ):
```
16
C4H8NO3, DFT ωB97M-V/def2-TZVPD
N 1.648 -1.019 0.067
C 0.771 0.180 0.582
C 0.378 -0.376 1.901
O 0.567 0.623 2.951
C -0.329 0.812 -0.403
C -0.954 0.050 -1.682
O -0.781 -1.175 -1.626
O -1.613 0.810 -2.422
H 0.935 -1.558 -0.546
H 2.288 -0.635 -0.589
H 1.458 1.023 0.639
H 1.166 -1.144 2.115
H -0.643 -0.836 2.027
H -0.117 1.335 2.926
H 0.049 1.766 -0.770
H -1.261 1.121 0.120
```

As for the SMILES: N[C@H](CO)CC(=O)[O-]. As for the charge: -1. As for the HOMO-LUMO gap: 7.80 eV.



It turns out x) is the most stable, with the second structure 12.9 kcal/mol higher.